DFT (wB97M-V/def2-TZVPD) results for an isolated molecule of C3H6N2S at a distorted geometry.

CARTESIAN COORDINATES (ANGSTROEM)
H: 3.337 0.244 -0.050
N: 2.601 -0.460 -0.018
C: 1.404 0.030 -0.015
N: 1.083 1.328 0.044
C: 0.284 -0.964 -0.233
C: -0.990 -0.701 0.457
S: -2.186 0.249 -0.129
H: 1.813 1.895 0.407
H: 0.154 1.691 0.099
H: 0.704 -1.954 0.029
H: 0.129 -1.034 -1.342
H: -1.135 -1.091 1.493

Summary:
Multiplicity = 1
SMILES = [H]/N=C(\N)CC=S
Orbital gap = 8.5 eV
Energy relative to the best compared isomer or geometry (same formula, charge and spin) = 26.7 kcal per mole
LUMO energy = -0.65 eV